{
  "formula": "C48H113N3O10",
  "method": "wB97M-V/def2-TZVPD",
  "smiles": "CC1(C)CCCC(C)(C)N1O.CC1(C)CCCC(C)(C)N1O.CC1(C)CCCC(C)(C)N1O.CC(C)O.CC(C)O.CC(C)O.CC(C)O.CC(C)O.CC(C)O.CC(C)O",
  "orbital_gap_ev": 8.733,
  "e_above_lowest_kj_mol": 324.7,
  "total_charge": 0,
  "elements": ["C", "C", "C", "C", "C", "C", "C", "C", "C", "N", "O", "H", "H", "H", "H", "H", "H", "H", "H", "H", "H", "H", "H", "H", "H", "H", "H", "H", "H", "H", "C", "C", "C", "C", "C", "C", "C", "C", "C", "N", "O", "H", "H", "H", "H", "H", "H", "H", "H", "H", "H", "H", "H", "H", "H", "H", "H", "H", "H", "H", "C", "C", "C", "C", "C", "C", "C", "C", "C", "N", "O", "H", "H", "H", "H", "H", "H", "H", "H", "H", "H", "H", "H", "H", "H", "H", "H", "H", "H", "H", "C", "C", "C", "O", "H", "H", "H", "H", "H", "H", "H", "H", "C", "C", "C", "O", "H", "H", "H", "H", "H", "H", "H", "H", "C", "C", "C", "O", "H", "H", "H", "H", "H", "H", "H", "H", "C", "C", "C", "O", "H", "H", "H", "H", "H", "H", "H", "H", "C", "C", "C", "O", "H", "H", "H", "H", "H", "H", "H", "H", "C", "C", "C", "O", "H", "H", "H", "H", "H", "H", "H", "H", "C", "C", "C", "O", "H", "H", "H", "H", "H", "H", "H", "H"],
  "xyz": [[5.948, 6.399, -0.836], [6.592, 6.022, 0.537], [8.120, 6.386, 0.544], [6.012, 6.863, 1.658], [4.655, 6.398, 2.087], [4.686, 4.893, 2.408], [5.232, 3.960, 1.251], [5.510, 2.565, 1.930], [4.159, 3.915, 0.144], [6.504, 4.580, 0.812], [7.228, 3.787, -0.115], [6.146, 5.636, -1.589], [4.889, 6.554, -0.631], [6.348, 7.358, -1.166], [8.201, 7.463, 0.400], [8.620, 5.992, 1.429], [8.595, 5.957, -0.338], [6.635, 6.842, 2.552], [5.806, 7.886, 1.343], [4.336, 6.914, 2.992], [3.887, 6.655, 1.356], [3.678, 4.576, 2.677], [5.337, 4.852, 3.282], [5.729, 1.784, 1.202], [4.671, 2.059, 2.409], [6.340, 2.680, 2.628], [3.353, 3.203, 0.323], [4.607, 3.550, -0.781], [3.712, 4.875, -0.111], [8.118, 3.873, 0.234], [-1.023, -0.523, -6.536], [-0.905, -0.642, -4.995], [-2.015, -1.407, -4.326], [0.339, -1.598, -4.752], [1.710, -0.941, -4.933], [1.835, 0.346, -4.116], [0.675, 1.323, -4.290], [0.734, 2.360, -3.140], [0.849, 2.101, -5.696], [-0.708, 0.675, -4.288], [-1.706, 1.600, -4.612], [-1.419, 0.463, -6.776], [-1.830, -1.160, -6.899], [-0.133, -0.701, -7.140], [-2.171, -2.361, -4.829], [-2.968, -0.878, -4.352], [-1.827, -1.455, -3.253], [0.238, -2.117, -3.799], [0.398, -2.434, -5.450], [1.840, -0.775, -6.003], [2.390, -1.717, -4.582], [2.812, 0.767, -4.351], [1.936, 0.069, -3.066], [1.694, 2.874, -3.177], [-0.002, 3.156, -3.251], [0.523, 1.911, -2.169], [1.899, 2.335, -5.876], [0.591, 1.504, -6.571], [0.347, 3.064, -5.792], [-2.147, 1.715, -3.767], [-2.185, -4.470, -0.894], [-3.010, -5.362, -1.790], [-4.145, -4.588, -2.426], [-1.932, -5.802, -2.906], [-2.417, -7.010, -3.744], [-2.765, -8.175, -2.744], [-3.855, -7.868, -1.639], [-5.237, -7.847, -2.259], [-3.809, -9.027, -0.602], [-3.422, -6.597, -0.959], [-4.171, -6.301, 0.189], [-1.354, -5.019, -0.452], [-1.623, -3.637, -1.316], [-2.909, -4.160, -0.141], [-4.828, -4.173, -1.685], [-3.737, -3.776, -3.028], [-4.673, -5.111, -3.223], [-1.562, -4.899, -3.393], [-1.135, -6.249, -2.312], [-3.239, -6.663, -4.371], [-1.625, -7.412, -4.377], [-1.870, -8.558, -2.254], [-3.059, -9.074, -3.286], [-6.025, -7.567, -1.559], [-5.431, -8.767, -2.810], [-5.256, -7.060, -3.013], [-2.805, -9.289, -0.268], [-4.093, -9.943, -1.120], [-4.500, -8.922, 0.235], [-3.509, -6.508, 0.853], [0.671, 5.797, 1.762], [0.462, 6.166, 0.266], [-0.392, 5.089, -0.433], [-0.195, 7.379, 0.324], [-0.344, 5.735, 2.155], [1.198, 6.582, 2.304], [1.171, 4.836, 1.882], [1.440, 6.214, -0.213], [0.100, 4.122, -0.331], [-0.483, 5.420, -1.468], [-1.374, 5.052, 0.039], [0.351, 7.984, 0.831], [-4.541, 3.463, -0.814], [-3.387, 2.877, -1.630], [-3.059, 1.439, -1.185], [-3.751, 2.898, -2.984], [-5.490, 3.050, -1.156], [-4.611, 4.534, -1.002], [-4.545, 3.297, 0.263], [-2.486, 3.480, -1.521], [-2.561, 1.473, -0.216], [-2.395, 0.953, -1.900], [-3.950, 0.836, -1.012], [-3.436, 3.755, -3.281], [4.784, -2.172, 3.579], [3.451, -1.680, 4.046], [3.180, -0.366, 3.384], [2.499, -2.552, 3.462], [4.977, -3.143, 4.035], [5.531, -1.475, 3.960], [4.747, -2.381, 2.510], [3.334, -1.711, 5.130], [2.183, 0.006, 3.619], [3.122, -0.473, 2.300], [3.918, 0.414, 3.573], [1.966, -1.994, 2.890], [-3.204, 2.198, 3.161], [-1.780, 1.702, 3.164], [-1.290, 1.391, 4.564], [-1.686, 0.568, 2.451], [-3.312, 2.780, 2.245], [-3.386, 3.040, 3.828], [-3.981, 1.434, 3.138], [-1.037, 2.423, 2.822], [-1.996, 0.705, 5.031], [-1.379, 2.296, 5.165], [-0.276, 0.998, 4.646], [-2.298, -0.016, 2.904], [-0.529, -2.234, 4.929], [-0.770, -3.755, 5.177], [-0.855, -4.315, 6.635], [-2.128, -3.855, 4.789], [-0.375, -1.986, 3.878], [0.331, -1.858, 5.483], [-1.337, -1.575, 5.248], [-0.171, -4.412, 4.546], [0.035, -4.162, 7.245], [-1.072, -5.377, 6.751], [-1.549, -3.669, 7.173], [-2.748, -3.473, 5.414], [-4.323, -3.219, 2.213], [-3.557, -1.932, 2.049], [-4.448, -0.797, 1.639], [-3.091, -1.509, 3.334], [-4.851, -3.555, 1.321], [-5.055, -3.083, 3.009], [-3.627, -4.011, 2.488], [-2.817, -2.089, 1.264], [-5.104, -0.559, 2.476], [-4.932, -1.185, 0.743], [-3.976, 0.115, 1.273], [-2.640, -2.277, 3.692], [-0.049, -1.012, -0.557], [1.053, -0.549, 0.396], [1.311, 1.033, 0.405], [0.617, -0.836, 1.710], [-1.056, -0.690, -0.292], [-0.131, -2.074, -0.792], [0.174, -0.613, -1.546], [1.927, -1.053, -0.017], [1.628, 1.413, 1.376], [0.379, 1.569, 0.227], [2.043, 1.313, -0.353], [-0.202, -0.352, 1.839]]
}